Here is 11 unconnected molecules or ions with the total composition C35H85ClF5N22O16Si in a non-equilibrium geometry from the Open Molecules 2025 dataset. Energies are from ωB97M-V/def2-TZVPD.

Results
* E_tot: -137192.5773 eV
* charge: +1
* HOMO level: -10.0 eV
* frontier orbital gap: 7.15 eV
* maximum force: 9.22 eV/A
* lowest unoccupied orbital energy: -0.10363 hartree

Last column: Mulliken charge in e.
Positions of all 165 atoms, in Å:
Cl -2.028 1.391 1.594  -0.18
Si -0.849 2.148 -3.549  0.54
F -4.306 -4.426 -0.767  -0.26
F -4.640 -3.864 -3.063  -0.26
F -1.563 -3.843 -3.426  -0.21
F -2.920 -5.801 -3.292  -0.33
F -3.263 -2.370 -1.693  -0.15
O 2.528 -6.030 0.444  -0.63
O 6.089 -0.477 0.119  -0.55
O 4.918 0.025 -0.166  0.07
O 1.992 -2.728 1.470  -0.61
O -7.059 2.169 -10.586  -0.67
O -5.105 -0.326 7.904  -0.69
O -5.288 -5.011 9.504  -0.70
O 2.087 -0.677 -5.520  -0.48
O -6.174 -2.078 4.245  -0.67
O 2.984 5.035 -4.580  -0.61
O -0.934 0.413 -3.283  -0.37
O -0.824 -1.065 1.689  -0.49
O 0.815 5.929 7.678  -0.64
O 2.310 6.843 4.561  -0.56
O 7.184 -2.763 0.721  -0.63
O -4.313 3.484 -6.455  -0.60
N 1.795 -0.149 0.131  0.27
N 0.524 8.007 6.853  -0.31
N -4.843 1.635 -7.629  -0.26
N -6.707 2.347 -12.806  -0.41
N -7.312 -5.874 9.995  -0.40
N 9.148 -2.687 -0.383  -0.35
N 1.701 4.594 3.608  0.47
N 3.326 -7.706 1.723  -0.47
N 4.598 3.538 -4.093  -0.29
N -5.290 -0.173 3.425  -0.34
N -5.412 -2.021 2.124  -0.32
N -6.370 -4.335 11.362  -0.37
N -6.039 3.537 -7.903  -0.38
N -4.264 -1.987 9.175  -0.37
N 2.296 -5.935 2.684  -0.32
N 8.798 -4.260 1.207  -0.45
N -5.529 0.848 -11.585  -0.35
N -5.427 -2.472 7.295  -0.26
N -0.540 7.378 8.749  -0.40
N 4.948 5.111 -5.683  -0.41
N 3.617 -1.997 -6.519  -0.36
N 2.439 -0.499 -7.739  -0.41
C 2.618 3.721 4.435  -0.92
C 0.192 -3.689 0.052  -1.40
C 2.676 -1.034 -6.527  0.47
C 1.559 -2.809 0.035  -0.35
C 2.302 -0.064 2.792  -1.25
C 1.971 1.390 3.379  -0.38
C -3.621 -3.790 -1.950  0.55
C 0.378 -0.173 -2.964  0.43
C 0.619 0.753 0.370  0.74
C 2.747 -0.364 1.290  1.89
C -5.659 -1.464 3.324  0.69
C -5.019 2.922 -7.276  0.56
C 2.526 6.574 1.967  -0.93
C -1.300 3.204 -1.960  -0.80
C 0.103 -4.836 -1.163  -0.08
C 8.304 -3.208 0.527  0.61
C 3.151 2.519 3.403  0.31
C -6.470 1.811 -11.593  0.66
C 0.212 -1.286 -1.724  -0.65
C 4.185 0.449 1.020  -0.78
C 2.705 -6.525 1.545  0.70
C -2.251 2.588 -4.846  -0.74
C 0.804 2.780 -4.309  -0.62
C 2.730 -1.518 -1.933  -1.14
C -4.943 -1.517 8.111  0.60
C 2.185 6.025 3.510  0.19
C 1.546 -1.380 -0.748  1.09
C 4.104 4.590 -4.773  0.68
C -1.446 -5.360 -1.274  -1.04
C 3.243 -1.966 1.383  -1.15
C -6.260 -5.069 10.239  0.68
C -2.330 -4.677 -2.473  0.80
C 0.299 7.033 7.755  0.61
C -0.631 0.169 1.232  0.35
C 0.254 4.505 4.040  -0.78
H 8.818 -1.895 -0.916  0.21
H -6.207 4.505 -7.667  0.20
H -5.417 1.158 -8.304  0.16
H 9.719 -4.637 1.059  0.16
H 0.217 -4.343 1.052  0.22
H 3.157 -0.484 3.519  0.55
H -0.817 -3.107 0.085  0.32
H -3.883 -1.304 9.815  0.21
H 3.170 3.040 2.331  -0.05
H 3.831 -2.190 2.397  0.33
H 1.824 -5.045 2.597  0.21
H -0.972 8.283 8.826  0.15
H 3.976 -2.280 0.539  0.16
H 0.903 -0.681 -3.902  -0.03
H -7.407 3.074 -12.858  0.23
H 3.827 -2.427 -5.629  0.19
H 10.074 -3.042 -0.554  0.17
H 2.434 -6.329 3.598  0.18
H 2.300 -2.165 -2.841  0.38
H -5.036 0.543 -12.406  0.17
H -1.984 3.695 -5.203  0.26
H -4.122 -2.965 9.359  0.19
H 1.148 7.791 6.089  0.26
H 5.953 -1.481 0.056  0.47
H 3.925 1.604 0.872  0.00
H 3.072 -0.489 -2.361  0.13
H 8.198 -4.682 1.901  0.22
H -4.088 1.134 -7.183  0.18
H 1.077 3.794 -3.744  0.20
H -0.297 3.293 -1.356  0.17
H 0.173 -2.313 -2.334  0.16
H 0.733 3.015 -5.453  0.37
H 2.389 -3.511 -0.462  0.37
H 1.699 1.222 4.534  0.43
H 3.479 -8.126 2.623  0.14
H -4.989 -1.529 1.356  0.13
H -5.603 -3.717 11.585  0.22
H 1.089 0.668 -2.505  -0.17
H 2.386 0.452 -0.531  0.90
H 1.630 6.333 1.221  0.24
H -5.457 0.285 4.310  0.22
H 1.367 -0.763 3.053  0.28
H 2.659 7.757 1.943  0.32
H -8.120 -5.933 10.591  0.16
H 3.651 -8.184 0.894  0.24
H 0.120 1.208 -0.619  -0.80
H -5.944 -2.164 6.483  0.17
H -1.945 -5.240 -0.198  0.30
H 0.074 3.876 5.014  0.30
H -6.231 2.063 -13.644  0.16
H -0.131 5.626 4.159  0.31
H 4.210 2.098 3.712  0.19
H -0.804 -1.209 -1.164  0.03
H -1.787 4.230 -2.251  0.38
H 1.739 0.229 -7.792  0.22
H 0.748 -5.778 -0.817  0.33
H 0.107 8.921 6.902  0.16
H -5.319 0.418 -10.695  0.18
H -5.673 -2.990 2.004  0.15
H 5.519 3.160 -4.241  0.16
H 0.577 -4.457 -2.164  0.29
H 4.849 0.251 1.964  0.38
H -2.030 2.550 -1.287  0.13
H -1.441 -6.531 -1.488  0.36
H 3.488 6.083 1.513  0.25
H -0.737 6.677 9.450  0.23
H -7.164 -4.373 11.978  0.16
H -3.244 2.680 -4.235  0.31
H 3.998 3.116 -3.399  0.13
H -7.271 -6.443 9.161  0.22
H 4.110 -2.303 -7.340  0.16
H 0.987 1.924 2.962  -0.31
H 1.102 1.757 0.814  0.68
H 3.679 -2.091 -1.579  0.24
H 1.720 2.052 -4.088  0.00
H -4.865 0.346 2.676  0.13
H 2.138 3.283 5.409  0.40
H 2.915 -0.782 -8.578  0.15
H 3.522 4.419 4.776  0.30
H -2.297 1.821 -5.732  0.00
H -5.301 -3.457 7.452  0.20
H 5.874 4.756 -5.854  0.15
H -0.346 4.082 3.099  0.15
H 4.618 5.903 -6.217  0.24
H -6.630 3.087 -8.581  0.20